19
Properties=species:S:1:pos:R:3:mulliken_charge:R:1 method="wB97M-V/def2-TZVPD" gap_ha=0.19779 total_charge=0 de_lowest_kj_mol=688.03
C 1.506 0.584 0.703 0.01
C 0.007 2.121 -1.053 -0.89
C -0.888 1.257 -0.502 -0.22
C -1.065 -0.110 -0.789 -0.26
N -1.543 -1.024 0.193 -0.35
C -0.461 -1.939 0.523 -0.47
N 2.297 -0.557 0.639 -0.67
H 0.419 0.306 0.643 -0.10
H 1.609 1.220 1.577 0.40
H 0.031 3.138 -0.670 0.31
H 0.650 1.878 -1.877 0.40
H -1.410 1.602 0.384 0.27
H -1.180 -0.527 -1.779 0.37
H -2.395 -1.493 -0.093 0.27
H -0.521 -2.287 1.554 0.26
H 0.448 -1.362 0.388 0.10
H -0.405 -2.817 -0.149 0.31
H 1.549 1.160 -0.222 0.05
H 2.826 -0.585 1.505 0.21


24
Properties=species:S:1:pos:R:3:mulliken_charge:R:1 method="wB97M-V/def2-TZVPD" gap_ha=0.25126 total_charge=-1 de_lowest_kj_mol=206.92
C 2.558 -1.517 -0.960 -1.30
C 1.376 -0.663 -1.370 -0.70
C 0.503 -0.391 -0.149 -0.32
O 0.058 -1.562 0.484 -0.36
C -0.197 -1.531 1.855 -0.44
P -1.165 0.161 -1.099 0.80
O -0.924 0.392 -2.523 -0.66
N -1.605 1.896 -0.008 -0.38
C -0.621 2.760 0.264 0.66
O 0.481 2.806 -0.194 -0.60
O -0.967 3.731 1.148 -0.52
S -2.868 -0.829 -0.722 -0.20
S -3.343 -0.509 1.191 -0.61
H 3.216 -0.971 -0.409 0.41
H 2.964 -1.908 -1.899 0.40
H 2.266 -2.512 -0.422 0.21
H 0.730 -1.090 -2.097 0.51
H 1.747 0.251 -1.645 0.36
H 1.051 0.379 0.380 0.70
H -1.332 -1.332 2.122 0.02
H 0.443 -0.627 2.252 0.28
H -0.053 -2.469 2.238 0.24
H -2.501 2.160 0.164 0.20
H -1.817 3.373 1.398 0.30


106
Properties=species:S:1:pos:R:3:mulliken_charge:R:1 method="wB97M-V/def2-TZVPD" gap_ha="0.22872 / 0.22905" total_charge=0 s2=3.7534 de_lowest_kj_mol=43.30 multiplicity=4
Nd 0.466 0.925 -0.870 -0.83
S -2.028 2.273 -0.902 -0.45
P -1.877 1.442 0.941 1.41
C -0.892 0.034 1.179 -0.91
P -1.633 -1.255 0.288 1.07
S -0.871 -1.603 -1.550 -0.29
C -1.222 -2.767 1.231 0.19
C -0.649 -2.676 2.491 -0.62
C -0.330 -3.825 3.192 -0.69
C -0.616 -5.067 2.646 -0.65
C -1.202 -5.161 1.392 -0.79
C -1.491 -4.013 0.679 -0.13
C -3.447 -1.403 0.207 0.60
C -4.137 -0.796 -0.835 -0.28
C -5.518 -0.815 -0.847 -0.89
C -6.214 -1.419 0.188 -0.56
C -5.526 -2.034 1.220 -0.75
C -4.145 -2.022 1.236 -0.49
C -1.060 2.621 2.071 0.93
C -1.148 3.994 1.891 -0.52
C -0.441 4.844 2.722 -0.67
C 0.339 4.328 3.745 -0.62
C 0.404 2.959 3.942 -0.89
C -0.296 2.106 3.112 -0.08
C -3.574 1.422 1.633 0.46
C -4.629 2.095 1.034 -0.45
C -5.891 2.022 1.595 -0.74
C -6.099 1.276 2.743 -0.53
C -5.042 0.612 3.345 -0.78
C -3.779 0.687 2.794 -0.37
H -0.498 -1.694 2.919 0.23
H 0.115 -3.750 4.173 0.49
H -0.410 -5.962 3.213 0.39
H -1.444 -6.129 0.978 0.43
H -1.942 -4.044 -0.304 0.48
H -3.576 -0.314 -1.627 0.29
H -6.057 -0.360 -1.664 0.45
H -7.293 -1.409 0.197 0.40
H -6.063 -2.525 2.019 0.41
H -3.598 -2.490 2.044 0.40
H -1.746 4.387 1.080 0.42
H -0.489 5.910 2.564 0.46
H 0.911 4.990 4.380 0.41
H 1.009 2.554 4.742 0.44
H -0.259 1.035 3.258 0.19
H -4.448 2.672 0.139 0.45
H -6.717 2.542 1.133 0.43
H -7.085 1.216 3.177 0.41
H -5.210 0.029 4.239 0.45
H -2.940 0.180 3.250 0.31
Cl 5.653 5.931 1.533 -0.25
C 4.659 4.557 1.228 0.26
C 3.383 4.715 0.702 -0.99
C 2.623 3.591 0.467 0.89
Cl 1.065 3.685 -0.269 -0.09
C 3.049 2.270 0.764 -1.35
O 2.299 1.246 0.554 0.83
C 4.360 2.202 1.283 0.87
Cl 4.995 0.645 1.650 -0.34
C 5.166 3.298 1.500 -0.97
H 3.009 5.698 0.464 0.50
H 6.177 3.174 1.858 0.48
C -1.039 -2.838 -5.039 -0.97
S -0.096 -1.354 -4.576 0.06
C -1.473 -0.191 -4.430 -0.50
H -1.734 -3.087 -4.244 0.22
H -0.316 -3.638 -5.174 0.36
H -1.569 -2.660 -5.971 0.35
H -2.211 -0.612 -3.752 0.15
H -1.902 -0.006 -5.412 0.52
H -1.071 0.729 -4.010 -0.07
C 2.985 -3.980 -0.170 -0.94
C 1.880 -2.995 -0.622 -0.06
N 2.228 -1.642 -0.229 1.27
C 3.523 -1.317 -0.800 0.28
C 4.623 -2.214 -0.192 -1.28
N 3.957 -3.227 0.658 0.13
C 3.271 -2.573 1.797 -1.30
C 2.275 -1.551 1.223 0.95
H 3.531 -4.399 -1.016 0.26
H 2.572 -4.798 0.423 0.43
H 0.921 -3.259 -0.176 -0.42
H 1.747 -3.015 -1.706 0.67
H 3.747 -0.279 -0.573 -0.46
H 3.461 -1.443 -1.884 0.61
H 5.296 -1.614 0.422 0.42
H 5.195 -2.735 -0.960 0.34
H 4.662 -3.865 1.031 0.30
H 4.020 -2.079 2.418 0.41
H 2.758 -3.336 2.385 0.35
H 2.563 -0.530 1.482 -0.49
H 1.267 -1.725 1.605 -0.26
C 2.106 1.023 -5.087 -2.11
C 1.772 1.825 -3.819 1.35
O 0.979 1.189 -2.949 0.57
C 3.106 2.216 -3.077 0.25
F 3.236 1.402 -1.992 -0.14
F 4.240 2.061 -3.773 -0.36
F 3.128 3.459 -2.580 -0.31
C 1.099 3.169 -4.227 0.47
F 1.954 4.074 -4.738 -0.31
F 0.145 3.008 -5.145 -0.27
F 0.511 3.728 -3.154 -0.13
H 2.566 0.089 -4.777 0.35
H 2.763 1.575 -5.753 0.42
H 1.177 0.784 -5.598 0.48


23
Properties=species:S:1:pos:R:3:mulliken_charge:R:1 method="wB97M-V/def2-TZVPD" gap_ha=0.37081 total_charge=0 de_lowest_kj_mol=55.15
C -1.140 2.005 1.687 -1.31
C -0.638 1.617 0.320 0.63
C -0.881 0.386 -0.250 -0.20
C -0.336 -0.017 -1.477 -0.66
C 0.609 0.820 -2.061 -0.34
C 0.975 1.995 -1.411 -0.53
C 0.374 2.419 -0.249 -0.53
H -0.849 3.026 1.920 0.37
H -0.684 1.375 2.456 0.27
H -2.213 1.905 1.833 0.35
H -1.620 -0.273 0.189 0.48
H -0.395 -1.050 -1.780 0.39
H 1.076 0.513 -2.987 0.39
H 1.738 2.594 -1.902 0.34
H 0.740 3.250 0.341 0.30
C -0.322 -2.811 0.431 -0.83
C 1.116 -2.307 0.426 -0.67
H -0.945 -2.176 1.051 0.19
H -0.708 -3.042 -0.565 0.28
H -0.355 -3.841 0.811 0.34
H 1.690 -2.877 -0.300 0.26
H 1.192 -1.268 0.107 0.14
H 1.576 -2.243 1.411 0.33